(1)
Formula: C33H63As3IrN3Sb
Source: OMol25
Level of theory: ωB97M-V/def2-TZVPD

Its net charge is +4. Its multiplicity is 2. The value obtained for the HOMO energy (alpha / beta) is -18.04 / -18.04 eV. Its expectation value of S² is 0.7517.

Last column: Mulliken spin population.
Cartesian coordinates (Å):
1 Ir -0.30355 0.23306 0.19954  0.00
2 Sb -0.70316 -2.83795 0.05182  0.00
3 As 3.20994 5.58357 -2.00429  0.78
4 As 2.16369 0.47343 -0.05755  0.00
5 As -0.48533 2.66176 -0.30553  0.00
6 N -0.55844 0.13418 2.21162  0.00
7 N -2.38166 0.21696 -0.04312  0.00
8 N -2.94469 0.39474 2.21834  0.00
9 C 3.50330 -0.56429 0.89649  0.00
10 C -4.64008 0.69144 0.56372  0.00
11 C -0.87495 3.24243 -2.11481  0.00
12 C -3.70322 -3.07308 0.69391  0.00
13 C 2.40144 3.58521 0.09599  -0.05
14 C 2.00539 -3.09595 -1.34183  0.00
15 C -2.76078 0.27562 -1.34707  0.00
16 C -1.72475 0.31144 2.85649  0.00
17 C 1.53930 -3.24206 2.07759  0.00
18 C 2.77755 0.36660 -1.89461  0.00
19 C 3.19463 4.60047 0.94388  0.05
20 C 0.22473 -4.48785 -2.38515  0.00
21 C 0.54146 -3.14135 -1.74026  0.00
22 C 0.59117 0.16198 4.33129  0.00
23 C 2.80474 3.75508 -1.38852  0.10
24 C 2.81919 2.20049 0.62013  0.02
25 C 0.91714 3.85822 0.35064  0.01
26 C -2.69855 -5.11776 -0.37728  0.00
27 C -0.76890 -3.21018 3.06961  0.00
28 C 0.18010 -1.97427 -2.65791  0.00
29 C -3.29924 0.43736 0.88998  0.00
30 C -1.97337 3.39650 0.68865  0.00
31 C 0.57167 0.06526 2.97255  0.00
32 C 0.04204 -5.24256 1.83563  0.00
33 C -3.17868 -3.08615 -1.77021  0.00
34 C -0.62144 0.35268 5.00005  0.00
35 C 0.10545 -3.72145 1.93128  0.00
36 C -4.03829 0.54432 -1.74657  0.00
37 C -1.76776 0.42021 4.25678  0.00
38 C 1.65512 6.56413 -2.57429  0.04
39 C 4.45012 5.48172 -3.46811  0.03
40 C -5.00753 0.75674 -0.75543  0.00
41 C -2.78123 -3.59806 -0.39519  0.00
42 H 3.07154 4.40695 2.00962  0.01
43 H -0.65867 0.44665 6.07743  0.00
44 H 0.87119 -4.61867 -3.25891  0.00
45 H 1.89771 -3.52067 3.07369  0.00
46 H -1.89846 3.09697 1.73303  0.00
47 H -0.13418 2.88999 -2.83042  0.00
48 H 0.77035 -2.03525 -3.57794  0.00
49 H -3.16276 -2.00190 -1.83577  0.00
50 H 2.09457 0.86755 -2.57908  0.00
51 H -0.37816 -3.61277 4.00918  0.00
52 H 3.44495 -1.62137 0.66172  0.00
53 H -6.03411 0.96826 -1.02536  0.00
54 H -0.97729 -5.61755 1.83492  0.00
55 H -4.20741 -3.40684 -1.96402  0.00
56 H -0.91248 4.33169 -2.11423  0.00
57 H 4.26327 4.55222 0.72205  0.00
58 H 0.42732 -5.32277 -1.71312  0.00
59 H -1.96008 4.48408 0.62451  0.00
60 H 3.99533 4.85619 -4.24046  0.04
61 H -2.72811 0.56025 4.73643  0.00
62 H 2.56944 2.15779 1.68552  0.00
63 H 2.21044 -3.70626 1.35805  0.00
64 H 2.29562 -3.95576 -0.74001  0.00
65 H 2.24003 -2.18616 -0.79373  0.00
66 H -3.71633 0.54038 2.85320  0.00
67 H -5.36478 0.84100 1.35400  0.00
68 H 1.52853 0.08218 4.86319  0.00
69 H 1.47835 -0.10495 2.42382  0.00
70 H 4.47885 -0.18547 0.59158  0.00
71 H -3.69923 -1.98589 0.74890  0.00
72 H -2.00033 -5.52196 -1.10796  0.00
73 H 0.74615 3.88198 1.43082  0.00
74 H 0.41067 -1.00559 -2.18208  0.00
75 H 1.98064 7.55320 -2.89504  0.00
76 H 2.84836 5.62345 0.76662  -0.04
77 H -0.80084 -4.56001 -2.74037  0.00
78 H -1.97363 0.07467 -2.06954  0.00
79 H -1.85212 2.86017 -2.40603  0.00
80 H 3.74560 3.23526 -1.58095  -0.01
81 H 0.57018 -5.63551 0.96490  0.00
82 H 0.65018 4.85353 -0.01856  0.00
83 H 3.90818 2.12439 0.56200  0.00
84 H 1.22594 6.03163 -3.42652  0.03
85 H 3.40663 -0.43348 1.97262  0.00
86 H -2.90949 3.03293 0.26695  0.00
87 H 2.62206 -3.12203 -2.24673  0.00
88 H 3.76574 0.82096 -1.95192  0.00
89 H -2.56827 -3.50511 -2.56774  0.00
90 H -0.75422 -2.12528 3.14558  0.00
91 H -4.28768 0.57585 -2.79780  0.00
92 H 0.93262 6.66716 -1.76870  0.00
93 H -2.46571 -5.51746 0.60537  0.00
94 H 5.39503 5.05571 -3.13792  0.00
95 H -3.46607 -3.48501 1.67359  0.00
96 H -0.87119 -1.97861 -2.94926  0.00
97 H 2.05925 3.37053 -2.09123  -0.01
98 H 1.61082 -2.15811 1.99062  0.00
99 H 0.53154 -5.66347 2.71972  0.00
100 H 2.85826 -0.67772 -2.18369  0.00
101 H -1.80136 -3.54751 2.98647  0.00
102 H 4.61105 6.48735 -3.85361  0.00
103 H -4.72564 -3.38478 0.45826  0.00
104 H -3.69032 -5.49962 -0.64398  0.00

---

(2)
Formula: CH3F2OP
Source: OMol25
Level of theory: ωB97M-V/def2-TZVPD

The value obtained for the HOMO energy (alpha / beta) is -8.08 / -9.16 eV.

Last column: natural (NBO) charge in e.
Cartesian coordinates (Å):
1 P 1.65912 0.04663 -0.53700  0.58
2 F -2.02534 -0.31961 -0.94284  -0.36
3 F -1.74713 0.36711 1.09756  -0.33
4 O 1.82972 -1.22870 0.45972  -0.95
5 C -1.35174 0.56579 -0.14618  0.54
6 H -1.49184 1.49570 -0.50870  0.11
7 H 1.72949 0.95561 0.66803  -0.08
8 H 1.39772 -1.88253 -0.09060  0.48

---

Relative energy (zero: lowest compared OMol25 entry of this formula, charge and spin) (kJ/mol)
22.2; 522.0